(1)
{
  "formula": "C5H8O3",
  "method": "the ωB97M-V functional and the def2-TZVPD basis",
  "elements": ["C", "C", "C", "C", "C", "O", "O", "O", "H", "H", "H", "H", "H", "H", "H", "H"],
  "xyz": [[-0.431995, -0.508861, 0.066901], [-0.682117, -1.659076, 0.989434], [1.619902, 1.073680, -1.052002], [1.310571, -0.008396, -0.069729], [-1.655867, 0.981129, 0.105212], [-0.333418, 0.809808, 0.690534], [2.079374, -0.718111, 0.481322], [-1.987621, 1.284119, -1.012733], [-0.521943, -0.614493, -1.009639], [-2.277608, 1.173893, 0.990363], [0.229376, -2.238504, 1.155342], [-1.019081, -1.336364, 1.975608], [-1.441425, -2.317821, 0.567858], [0.914520, 1.898325, -0.992121], [1.602614, 0.677841, -2.067481], [2.594718, 1.502829, -0.818871]],
  "atomic_forces_ev_per_a": [[5.66, -0.72, 0.01], [-0.17, -0.11, -0.14], [-0.18, 0.98, 0.27], [-1.00, -3.71, -1.39], [-0.19, 3.29, 0.98], [-4.33, 1.19, -1.25], [0.65, 0.53, 0.81], [0.93, -0.44, 0.91], [-1.02, 0.43, 0.23], [-0.56, -0.91, -0.12], [0.16, 0.06, -0.12], [-0.02, 0.16, -0.13], [0.01, -0.08, 0.07], [-0.14, -0.19, -0.13], [0.09, -0.17, 0.10], [0.12, -0.30, -0.11]],
  "orbital_gap_ev": 9.1,
  "e_lumo_ev": 0.5308,
  "largest_force_ev_per_a": 5.70,
  "energy_ev": -11453.1868
}

---

(2)
{
  "formula": "C18H37IrO2P3",
  "method": "the ωB97M-V functional and the def2-TZVPD basis",
  "elements": ["Ir", "P", "P", "P", "H", "C", "C", "H", "C", "C", "C", "C", "C", "C", "C", "C", "C", "H", "H", "H", "H", "H", "H", "H", "H", "H", "H", "H", "H", "H", "H", "H", "H", "H", "H", "H", "H", "H", "H", "H", "H", "H", "H", "H", "H", "H", "C", "C", "C", "C", "C", "C", "O", "H", "H", "H", "H", "H", "H", "O", "C"],
  "xyz": [[0.862192, -0.344255, 0.594265], [0.633322, 1.895342, 0.844026], [0.612113, -0.546225, 3.069740], [1.667624, -0.717948, -1.781593], [-1.128306, -2.051705, 1.218200], [-0.400930, -2.154112, 0.405439], [0.899913, -2.647816, 0.660417], [1.119095, -3.037589, 1.658126], [-1.127001, 2.301724, 1.129050], [1.542276, 2.860881, 2.120729], [1.178988, 2.877982, -0.586816], [0.538253, -2.219386, 3.809129], [2.077893, 0.101542, 3.966921], [-0.859031, 0.239027, 3.835602], [2.008428, -2.431364, -2.369504], [3.315080, 0.057011, -2.105300], [0.687355, -0.104693, -3.198809], [-0.791218, -2.133495, -0.618068], [1.475287, -3.087050, -0.158790], [-1.631738, 2.619799, 0.203490], [-1.119782, 3.152133, 1.828302], [-1.696006, 1.474064, 1.591801], [1.389796, 3.933674, 1.941371], [2.620251, 2.677707, 2.048534], [1.222149, 2.659578, 3.152759], [0.921421, 3.928977, -0.406505], [0.716935, 2.545705, -1.522016], [2.271767, 2.827064, -0.687032], [0.182176, -2.108951, 4.842279], [1.539938, -2.665690, 3.818658], [-0.154346, -2.859513, 3.255127], [1.816998, 0.255388, 5.020899], [2.443137, 1.040794, 3.543605], [2.873153, -0.648849, 3.904276], [-1.016134, -0.245360, 4.810205], [-1.741435, 0.059880, 3.206663], [-0.720442, 1.317322, 3.986606], [2.147741, -2.421731, -3.459806], [1.156670, -3.077795, -2.134047], [2.910757, -2.835554, -1.893791], [3.617110, -0.107366, -3.150388], [4.070962, -0.381806, -1.440954], [3.263929, 1.136033, -1.913705], [0.908158, -0.722250, -4.083186], [0.968122, 0.931450, -3.408321], [-0.383116, -0.149474, -2.978334], [-2.871804, -0.141037, -2.069613], [-3.814140, 0.884185, -1.843403], [-4.991222, 0.876514, -2.601480], [-5.216676, -0.088831, -3.587163], [-4.194540, -0.990780, -3.895335], [-3.031715, -1.052203, -3.126385], [-1.832685, -0.421290, -1.209682], [-1.417928, 0.269897, -0.606773], [-3.613834, 1.629449, -1.068588], [-5.735920, 1.644806, -2.411211], [-6.158051, -0.093309, -4.151260], [-4.287783, -1.654598, -4.749816], [-2.248336, -1.785320, -3.342349], [3.835001, -0.084392, 1.153431], [2.690130, -0.186194, 0.940374]],
  "atomic_forces_ev_per_a": [[-1.21, 1.18, -0.49], [0.08, 2.40, 0.23], [0.76, -1.15, 2.65], [2.07, -1.39, -2.33], [0.16, -0.19, -0.30], [0.85, -1.26, -0.18], [-1.69, -0.98, -0.11], [0.20, 0.38, -0.49], [-0.26, 0.29, 0.26], [-0.07, -0.16, 0.40], [-0.06, 0.04, -0.44], [-0.14, 0.04, -0.07], [-0.19, 0.14, -0.15], [-0.16, 0.21, -0.27], [-0.15, -0.03, 0.23], [-0.27, 0.11, 0.42], [-0.57, 0.44, 0.07], [0.22, -0.29, 0.64], [-0.13, 0.37, 0.49], [0.25, -0.06, 0.22], [-0.33, -0.16, -0.23], [0.37, 0.45, -0.24], [-0.13, -0.28, -0.13], [-0.16, -0.05, -0.04], [0.02, -0.01, -0.39], [-0.06, -0.19, -0.06], [0.07, 0.08, 0.12], [-0.27, -0.09, 0.10], [0.15, -0.16, -0.22], [-0.27, 0.02, -0.02], [0.05, -0.02, 0.29], [0.08, -0.04, -0.16], [-0.01, -0.29, 0.23], [-0.11, 0.14, 0.03], [0.06, 0.20, -0.25], [0.12, 0.06, 0.31], [-0.08, -0.27, -0.09], [0.06, 0.03, 0.34], [0.15, -0.03, -0.19], [-0.21, 0.06, -0.09], [-0.20, -0.01, 0.29], [-0.16, 0.10, -0.24], [0.10, -0.21, -0.10], [-0.01, 0.22, 0.35], [-0.10, -0.10, -0.02], [0.32, 0.03, -0.25], [1.33, -0.30, 2.06], [-1.32, 0.56, -0.52], [1.16, 1.20, 1.78], [-0.45, 0.15, -0.54], [1.87, -1.04, 0.17], [-1.04, -0.68, -1.46], [-1.04, 1.13, -1.42], [-1.27, -0.49, -0.81], [-0.31, -0.25, -0.28], [0.06, -0.17, -0.01], [0.41, -0.03, 0.27], [-0.11, -0.01, 0.19], [-0.37, 0.26, 0.12], [-4.07, -0.33, -0.67], [6.01, 0.42, 1.03]],
  "orbital_gap_ev": [6.0, 6.3],
  "multiplicity": 5,
  "e_lumo_ev": [-8.4107, -12.7581],
  "total_charge": 3,
  "largest_force_ev_per_a": 6.11,
  "s2": 6.033,
  "energy_ev": -54036.3855
}

---

(3)
{
  "formula": "C5H12O2",
  "method": "the ωB97M-V functional and the def2-TZVPD basis",
  "elements": ["C", "C", "C", "O", "C", "C", "O", "H", "H", "H", "H", "H", "H", "H", "H", "H", "H", "H", "H"],
  "xyz": [[-1.499400, 1.996271, -1.173066], [-0.850575, 0.619584, -1.270833], [-0.065300, 0.255045, -0.012581], [-0.972568, 0.299822, 1.067827], [0.523698, -1.153466, -0.109298], [1.604810, -1.448200, 0.917261], [1.032123, -1.302542, 2.213232], [-2.076595, 2.229161, -2.074109], [-2.169222, 2.040498, -0.310531], [-0.739540, 2.777566, -1.052804], [-0.181546, 0.581666, -2.140999], [-1.621903, -0.146945, -1.423328], [0.746685, 0.996252, 0.114267], [-0.517714, -0.057480, 1.848680], [0.933561, -1.371189, -1.105813], [-0.347811, -1.780838, 0.075276], [2.448464, -0.748548, 0.795104], [2.001825, -2.467461, 0.788387], [1.751009, -1.319198, 2.853328]],
  "atomic_forces_ev_per_a": [[-0.04, 0.07, 0.00], [0.00, -0.01, 0.00], [0.30, -0.02, -0.55], [0.00, 0.19, 0.53], [0.13, 0.09, -0.04], [0.07, -0.01, -0.35], [0.22, 0.02, 0.28], [0.08, -0.05, 0.13], [0.08, 0.02, -0.12], [-0.10, -0.10, 0.00], [-0.04, -0.03, 0.17], [0.09, 0.08, 0.02], [-0.14, -0.08, 0.10], [-0.11, 0.09, -0.26], [-0.17, 0.13, 0.16], [0.13, -0.48, -0.13], [-0.20, -0.08, -0.01], [-0.14, 0.17, 0.00], [-0.16, 0.00, 0.08]],
  "orbital_gap_ev": 10.7,
  "e_lumo_ev": 0.7505,
  "largest_force_ev_per_a": 0.63,
  "energy_ev": -9474.4624,
  "smiles": "CC[C@@H](O)CCO"
}